1.
Entry from OMol25: C43H36Cl2F3O2P2ReS4Sb as an isolated structure (wB97M-V/def2-TZVPD).

XYZ file:
```
94
C43H36Cl2F3O2P2ReS4Sb | OMol25 | wB97M-V/def2-TZVPD
Re 0.384 0.139 0.112
S -5.213 -0.534 -0.004
Sb -4.576 -1.279 2.040
S -2.264 -0.437 2.448
S -1.757 0.532 0.680
S -4.534 -3.539 2.435
C 1.881 -2.957 -0.253
C 3.113 -2.082 -0.096
P 2.776 -0.302 -0.449
C 3.399 -0.013 -2.156
C 2.856 1.067 -2.845
C 3.265 1.364 -4.135
C 4.218 0.574 -4.760
C 4.777 -0.498 -4.078
C 4.375 -0.784 -2.781
C 4.189 0.434 0.480
C 5.026 1.379 -0.104
C 6.084 1.927 0.610
C 6.316 1.540 1.920
C 5.473 0.614 2.518
C 4.415 0.074 1.808
P 0.350 -2.173 0.466
C 0.263 -3.037 2.089
C 1.412 -3.223 2.854
C 1.352 -3.856 4.086
C 0.132 -4.299 4.580
C -1.019 -4.111 3.830
C -0.952 -3.491 2.591
C -0.948 -3.131 -0.434
C -0.681 -4.393 -0.967
C -1.677 -5.121 -1.599
C -2.966 -4.612 -1.687
C -3.249 -3.372 -1.143
C -2.243 -2.637 -0.532
H 2.044 -3.925 0.224
H 1.671 -3.140 -1.308
H 3.952 -2.448 -0.689
H 3.445 -2.100 0.941
H 2.092 1.661 -2.360
H 2.820 2.204 -4.653
H 4.521 0.789 -5.778
H 5.525 -1.118 -4.557
H 4.843 -1.612 -2.262
H 4.857 1.704 -1.122
H 6.722 2.662 0.136
H 7.138 1.970 2.479
H 5.619 0.329 3.553
H 3.731 -0.593 2.317
H 2.369 -2.854 2.508
H 2.259 -3.994 4.663
H 0.080 -4.785 5.547
H -1.987 -4.427 4.197
H -1.868 -3.374 2.029
H 0.305 -4.832 -0.881
H -1.446 -6.095 -2.015
H -3.746 -5.186 -2.173
H -4.248 -2.955 -1.183
H -2.483 -1.659 -0.140
C 0.837 -0.811 -7.117
C 1.274 -1.900 -6.377
C 1.134 -1.905 -4.997
C 0.545 -0.834 -4.319
C 0.117 0.259 -5.082
C 0.258 0.268 -6.459
C 0.525 -0.845 -2.845
C -0.291 -0.222 -1.962
C -1.584 0.277 -2.493
C -2.367 -0.565 -3.293
C -3.598 -0.160 -3.778
C -4.086 1.105 -3.478
C -3.337 1.946 -2.670
C -2.113 1.528 -2.171
H 0.956 -0.796 -8.194
H 1.730 -2.748 -6.875
H 1.490 -2.753 -4.421
H -0.326 1.111 -4.582
H -0.078 1.131 -7.023
H 1.363 -1.415 -2.461
H -2.002 -1.561 -3.512
H -4.188 -0.843 -4.380
H -5.058 1.418 -3.842
H -3.712 2.925 -2.400
H -1.565 2.180 -1.504
F 0.212 1.622 2.824
C 1.095 0.867 2.108
F 1.478 -0.122 3.021
F 2.210 1.677 2.050
Cl -0.962 4.986 -2.171
C 0.371 3.817 -2.100
Cl 1.797 4.480 -2.953
C 0.751 3.478 -0.615
O 1.068 4.400 0.112
O 0.716 2.235 -0.378
H 0.058 2.940 -2.654
```

Properties
- <S²> = 0.762
- total charge = -2
- multiplicity = 2
- ΔE to the lowest compared entry with this formula, charge and spin (eV) = 0.5841
- LUMO energy (spin up / spin down) (Ha) = 0.1345 / 0.1215

Results of the Löwdin charge analysis, in e, for atoms 1 through 6:
1 Re 0.76
2 S -0.23
3 Sb 0.16
4 S -0.02
5 S 0.19
6 S -0.26

***

2.
Entry from OMol25: a 4-piece molecular cluster, C6H10O7 overall (wB97M-V/def2-TZVPD).

XYZ file:
```
23
C6H10O7 | OMol25 | wB97M-V/def2-TZVPD
O 2.498 0.031 2.767
C 1.330 0.173 2.481
C 0.757 -0.224 1.193
C -0.533 -0.039 0.935
O -1.100 -0.357 -0.225
C -1.463 0.593 1.936
O -2.621 0.769 1.628
C -0.896 0.966 3.229
C 0.397 0.801 3.481
O 0.964 1.238 4.607
H 1.413 -0.665 0.452
H -2.041 -0.111 -0.174
H -1.520 1.464 3.959
H 1.877 0.911 4.632
O -0.084 -0.496 -2.951
H -0.400 -1.084 -3.652
H -0.501 -0.797 -2.138
O -1.017 -2.390 -4.939
H -1.531 -1.908 -5.594
H -0.254 -2.728 -5.418
O 1.909 1.400 -2.242
H 1.518 1.750 -1.437
H 1.300 0.703 -2.531
```

Properties
- ΔE to the lowest compared entry with this formula, charge and spin (eV) = 0.2831
- LUMO energy (Ha) = -0.0574

Results of the Löwdin charge analysis, in e, for atoms 1 through 6:
1 O 0.12
2 C -0.31
3 C 0.08
4 C -0.24
5 O 0.09
6 C -0.31

***

3.
Entry from OMol25: C20H31DyO2 as an isolated structure (wB97M-V/def2-TZVPD).

XYZ file:
```
54
C20H31DyO2 | OMol25 | wB97M-V/def2-TZVPD
O 0.504 0.055 0.145
C 0.184 -0.097 -1.332
C 1.165 1.002 -1.709
H -0.869 0.176 -1.472
H 0.395 -1.105 -1.706
C 1.290 1.270 -0.205
H 0.697 1.790 -2.291
H 2.138 0.680 -2.113
C 0.528 2.480 0.303
H -0.509 2.487 -0.066
H 1.038 3.408 -0.011
H 0.505 2.456 1.400
C 2.721 1.212 0.302
H 3.267 0.362 -0.126
H 2.737 1.163 1.403
H 3.235 2.141 0.003
Dy 0.134 -1.488 1.708
C 2.178 -3.059 2.188
C 1.150 -3.903 1.662
C 0.995 -3.590 0.275
H 0.611 -4.680 2.210
C 1.920 -2.549 -0.052
C 2.668 -2.232 1.126
H 3.530 -1.557 1.171
H 2.586 -3.110 3.202
H 0.332 -4.100 -0.427
H 2.088 -2.141 -1.051
C 0.488 -1.254 4.318
C 1.527 -0.443 3.760
C 0.921 0.686 3.141
H 2.606 -0.596 3.853
C -0.504 0.534 3.219
C -0.763 -0.626 4.021
H -1.743 -0.938 4.387
H 0.637 -2.124 4.965
H 1.446 1.589 2.825
H -1.250 1.206 2.786
O -1.771 1.799 -2.450
C -1.355 2.771 -3.459
C -2.408 2.787 -4.594
H -0.342 2.550 -3.866
H -1.272 3.749 -2.965
C -3.384 1.630 -4.276
H -1.965 2.714 -5.597
H -2.961 3.728 -4.507
C -2.818 0.969 -3.007
H -3.454 0.905 -5.091
H -4.381 2.064 -4.095
H -2.356 0.014 -3.274
H -3.580 0.739 -2.236
C -1.877 -2.723 1.885
H -1.897 -3.394 2.754
H -2.018 -3.356 0.995
H -2.745 -2.050 1.973
```

Properties
- <S²> = 9.345
- multiplicity = 6
- ΔE to the lowest compared entry with this formula, charge and spin (eV) = 0.0000
- LUMO energy (spin up / spin down) (Ha) = 0.0140 / 0.0140

Results of the Löwdin charge analysis, in e, for atoms 1 through 6:
1 O -0.29
2 C -0.08
3 C -0.05
4 H 0.10
5 H 0.11
6 C -0.51

***

4.
Entry from OMol25: a 2-piece molecular cluster, C3H9S2 overall (wB97M-V/def2-TZVPD).

XYZ file:
```
14
C3H9S2 | OMol25 | wB97M-V/def2-TZVPD
S 2.055 0.697 1.116
H 3.171 0.978 1.798
C -1.071 1.749 -0.025
C -1.216 0.316 0.440
S -1.236 -0.875 -0.952
C 0.345 -1.740 -0.788
H -1.323 2.447 0.784
H -1.748 1.980 -0.862
H -0.052 1.943 -0.339
H -2.146 0.113 0.971
H -0.343 0.058 1.080
H 1.175 -1.038 -0.776
H 0.371 -2.349 0.117
H 0.440 -2.412 -1.647
```

Properties
- total charge = -1
- ΔE to the lowest compared entry with this formula, charge and spin (eV) = 0.2678
- LUMO energy (Ha) = 0.1251

Results of the Löwdin charge analysis, in e, for atoms 1 through 6:
1 S -0.10
2 H -0.46
3 C -0.23
4 C -0.60
5 S 0.71
6 C -0.47

***

5.
Entry from OMol25: a single C4H9NO2 molecule (wB97M-V/def2-TZVPD).

XYZ file:
```
16
C4H9NO2 | OMol25 | wB97M-V/def2-TZVPD
C -0.870 -0.748 -1.461
C 0.004 -0.432 -0.251
C 1.347 0.173 -0.679
O 2.186 0.430 0.420
N -0.673 0.440 0.720
C -0.782 0.324 2.057
O -1.406 1.215 2.617
H -1.799 -1.239 -1.158
H -0.342 -1.408 -2.160
H -1.123 0.171 -1.999
H 0.232 -1.371 0.277
H 1.884 -0.530 -1.328
H 1.156 1.083 -1.270
H 1.744 1.102 0.956
H -1.231 1.320 0.681
H -0.327 -0.531 2.577
```

Properties
- ΔE to the lowest compared entry with this formula, charge and spin (eV) = 1.4019
- LUMO energy (Ha) = 0.0322

Results of the Löwdin charge analysis, in e, for atoms 1 through 6:
1 C -0.06
2 C -0.36
3 C -0.25
4 O -0.05
5 N 0.05
6 C -0.37

***

6.
Entry from OMol25: C25H27N6NiOS as an isolated structure (wB97M-V/def2-TZVPD).

XYZ file:
```
61
C25H27N6NiOS | OMol25 | wB97M-V/def2-TZVPD
Ni 0.943 0.382 0.218
N 0.309 1.319 1.773
C 0.616 2.717 1.588
C 0.857 3.594 2.601
C 1.121 4.950 2.307
C 1.115 5.389 1.015
C 0.883 4.485 -0.051
C 0.894 4.872 -1.409
C 0.699 3.921 -2.366
C 0.525 2.581 -1.981
N 0.512 2.159 -0.734
C 0.661 3.128 0.239
H 0.735 0.931 2.611
H -0.699 1.183 1.839
H 0.835 3.255 3.629
H 1.314 5.639 3.117
H 1.299 6.430 0.784
H 1.055 5.910 -1.670
H 0.690 4.165 -3.419
H 0.397 1.845 -2.761
C 1.583 -2.245 -1.040
N 1.314 -0.776 -1.342
C 2.507 -0.278 -2.104
N 2.738 -1.046 -3.307
C 2.969 -2.448 -2.942
N 1.811 -3.007 -2.243
C 0.645 -2.923 -3.117
N 0.365 -1.530 -3.475
C 0.126 -0.782 -2.265
C 1.544 -0.977 -4.151
H 0.721 -2.628 -0.495
H 2.458 -2.295 -0.404
H 3.369 -0.342 -1.439
H 2.336 0.766 -2.368
H 3.845 -2.511 -2.296
H 3.156 -3.024 -3.848
H -0.222 -3.343 -2.606
H 0.828 -3.497 -4.025
H -0.714 -1.214 -1.718
H -0.126 0.240 -2.529
H 1.350 0.065 -4.418
H 1.722 -1.541 -5.067
C 8.491 -5.723 5.414
C 7.446 -4.864 4.749
O 7.645 -4.156 3.804
S 5.835 -5.076 5.507
C 4.857 -4.007 4.493
C 3.814 -4.534 3.743
C 3.026 -3.699 2.969
C 3.285 -2.330 2.926
C 4.340 -1.808 3.678
C 5.117 -2.641 4.460
C 2.485 -1.470 2.097
C 1.838 -0.752 1.366
H 9.474 -5.423 5.060
H 8.318 -6.769 5.158
H 8.437 -5.626 6.498
H 3.625 -5.599 3.764
H 2.208 -4.107 2.389
H 4.547 -0.747 3.639
H 5.934 -2.236 5.041
```

Properties
- total charge = +1
- LUMO energy (Ha) = -0.1345

Results of the Löwdin charge analysis, in e, for atoms 1 through 6:
1 Ni 0.45
2 N 0.06
3 C -0.21
4 C 0.01
5 C -0.04
6 C 0.00

***

7.
Entry from OMol25: a single C4H5NO molecule (wB97M-V/def2-TZVPD).

XYZ file:
```
11
C4H5NO | OMol25 | wB97M-V/def2-TZVPD
C 0.995 -0.810 -1.340
C -0.085 -0.210 -0.516
C -1.204 0.246 -0.065
C -0.967 0.917 1.598
N 0.240 0.753 1.899
O 1.078 0.211 1.130
H 1.330 -1.740 -0.868
H 0.733 -1.029 -2.382
H 1.845 -0.120 -1.337
H -2.250 0.365 -0.344
H -1.713 1.402 2.256
```

Properties
- ΔE to the lowest compared entry with this formula, charge and spin (eV) = 4.8413
- LUMO energy (Ha) = 0.0231

Results of the Löwdin charge analysis, in e, for atoms 1 through 6:
1 C -0.08
2 C -0.07
3 C 0.01
4 C -0.05
5 N -0.15
6 O -0.09

***

8.
Entry from OMol25: C3H5P as an isolated structure (wB97M-V/def2-TZVPD).

XYZ file:
```
9
C3H5P | OMol25 | wB97M-V/def2-TZVPD
C 0.312 1.256 -0.862
C 1.538 0.318 0.292
C -0.825 0.403 -1.150
P 0.957 -0.303 1.737
H -1.410 0.605 -0.236
H -1.403 0.768 -2.001
H -0.672 -0.676 -1.206
H 1.779 -1.423 1.829
H -0.276 -0.948 1.598
```

Properties
- ΔE to the lowest compared entry with this formula, charge and spin (eV) = 6.6110
- LUMO energy (Ha) = -0.0349

Results of the Löwdin charge analysis, in e, for atoms 1 through 6:
1 C -0.01
2 C -0.39
3 C -0.27
4 P 0.66
5 H 0.09
6 H 0.06

***

no.,calculated total energy (Eh),largest force on an atom (Eh/bohr)
1,-5624.7947,0.02193
2,-761.3141,0.01592
3,-1816.1259,0.05163
4,-916.1047,0.01735
5,-363.0340,0.04204
6,-3278.8928,0.00724
7,-285.2367,0.04932
8,-458.3385,0.10184